Density functional theory data (ωB97M-V/def2-TZVPD) for 5 unconnected molecules or ions with the total composition C7H21NO4 at a distorted geometry.

Values from the calculation:
Frontier orbital gap in eV: 9.500
HOMO energy in eV: -9.1
ΔE to the lowest compared entry with this formula, charge and spin in kJ/mol: 147.2
LUMO level in eV: 0.38
SMILES: C=C/C=C(/C)CCN.O.O.O.O
Net charge: 0
Electronic energy in Ha: -634.93109

Cartesian coordinates (Å):
C  0.50  -2.34  0.27
C  -0.51  -1.90  1.06
C  -1.00  -0.52  1.07
C  -0.56  0.52  1.77
C  -1.08  1.91  1.56
C  0.54  0.47  2.75
C  1.82  1.30  2.50
N  2.87  0.58  1.81
H  1.00  -1.66  -0.34
H  1.15  -3.20  0.33
H  -1.07  -2.70  1.58
H  -1.91  -0.42  0.41
H  -1.45  2.19  0.57
H  -2.03  2.04  2.13
H  -0.36  2.66  1.85
H  0.13  0.67  3.72
H  0.89  -0.61  2.70
H  2.10  1.70  3.47
H  1.56  2.18  1.92
H  3.53  0.22  2.47
H  2.50  -0.08  1.15
O  0.86  0.38  -1.93
H  1.71  0.50  -2.36
H  0.73  0.82  -1.08
O  -2.33  2.22  -1.57
H  -1.68  2.71  -2.07
H  -2.76  1.41  -1.85
O  -0.26  -2.76  -2.73
H  -0.44  -2.81  -1.78
H  0.34  -2.01  -2.81
O  -0.91  -0.24  -3.93
H  -0.69  -1.18  -3.87
H  -0.85  0.18  -3.07

Density functional theory data (ωB97M-V/def2-TZVPD) for a gas-phase ion, C13H16N (charge +1) at a distorted geometry.

Values from the calculation:
Frontier orbital gap in eV: 7.854
HOMO energy in eV: -13.1
ΔE to the lowest compared entry with this formula, charge and spin in kJ/mol: 223.1
LUMO level in eV: -5.20
Net charge: +1
Electronic energy in Ha: -559.36160

Cartesian coordinates (Å):
C  3.37  -0.30  -0.22
C  3.10  1.05  -0.53
C  2.29  -1.10  0.08
C  1.78  1.55  -0.26
C  0.99  -0.73  0.13
C  0.73  0.69  0.03
C  -1.18  -1.41  -1.03
C  -1.34  1.21  -1.12
C  -1.95  -0.13  -0.63
C  -0.06  -1.64  0.03
C  -0.63  1.24  0.20
C  -0.07  -2.81  0.93
C  -0.56  2.54  1.07
N  -1.48  0.13  0.72
H  4.41  -0.72  -0.27
H  3.93  1.59  -0.95
H  2.51  -2.13  0.46
H  1.67  2.53  -0.62
H  -1.73  -2.31  -1.03
H  -0.56  -1.36  -1.84
H  -0.75  1.16  -2.03
H  -2.02  2.09  -1.30
H  -2.97  -0.37  -0.61
H  -0.82  -2.42  1.76
H  0.90  -2.89  1.41
H  -0.43  -3.67  0.52
H  -0.09  3.30  0.51
H  0.03  2.13  1.88
H  -1.56  2.89  1.45
H  -2.21  0.45  1.34

Density functional theory data (ωB97M-V/def2-TZVPD) for C4H7NO2 in the gas phase.

Values from the calculation:
Frontier orbital gap in eV: 10.491
HOMO energy in eV: -9.7
ΔE to the lowest compared entry with this formula, charge and spin in kJ/mol: 167.8
LUMO level in eV: 0.79
SMILES: [H]/N=C(\C)OCC=O
Net charge: 0
Electronic energy in Ha: -361.81696

Cartesian coordinates (Å):
H  -2.09  -0.16  -1.23
N  -1.51  0.17  -0.47
C  -0.31  0.30  -0.86
C  0.25  -0.01  -2.22
O  0.65  0.74  0.00
C  0.75  0.08  1.26
C  -0.53  -0.22  2.02
O  -0.60  -1.22  2.71
H  1.12  -0.67  -2.11
H  -0.50  -0.51  -2.83
H  0.58  0.90  -2.72
H  1.29  -0.86  1.13
H  1.35  0.74  1.89
H  -1.34  0.52  1.98

Density functional theory data (ωB97M-V/def2-TZVPD) for a molecular structure, CH8N4O2 at a distorted geometry.

Values from the calculation:
Frontier orbital gap (alpha / beta) in eV: 8.157 / 8.159
HOMO energy (alpha / beta) in eV: -8.5 / -8.5
ΔE to the lowest compared entry with this formula, charge and spin in kJ/mol: 353.1
LUMO level (alpha / beta) in eV: -0.35 / -0.35
Net charge: 0
Electronic energy in Ha: -412.22414

Cartesian coordinates (Å):
C  -0.72  -0.48  0.66
N  1.47  0.93  0.92
N  -1.12  0.33  1.67
O  1.05  -0.36  0.53
O  -1.08  -1.62  0.44
H  2.22  0.79  1.59
H  1.87  1.39  0.10
H  -0.53  1.14  1.82
H  -1.63  -0.11  2.42
N  -0.52  0.38  -1.82
N  0.30  -0.67  -2.02
H  1.06  -0.62  -1.31
H  -0.13  -1.59  -2.03
H  -1.36  0.24  -2.39
H  -0.88  0.24  -0.57

ΔE to the lowest compared entry with this formula, charge and spin of number 2 (C13H16N)? 223.1 kJ/mol